(1)
The following is a DFT calculation (ωB97M-V with the def2-TZVPD basis set) of a single C7H10 molecule.

Each line ends with the Mulliken charge.
Positions of all 17 atoms, in Å:
C 1.7371 -1.0776 -0.1781  -1.35
C 0.3522 -0.2407 0.1523  0.66
C -1.0179 -0.9265 0.1334  -0.59
C -1.5261 0.3516 -0.5250  -0.41
C -0.8185 1.5502 0.1889  -0.43
C 0.1370 0.9395 1.2191  -0.86
C -0.1489 0.7934 -0.9067  -0.49
H 1.9178 -1.9724 0.4421  0.32
H 1.5105 -1.4301 -1.1879  0.36
H 2.7673 -0.6346 -0.2986  0.36
H -1.4645 -1.2011 1.1019  0.26
H -0.9781 -1.7792 -0.5372  0.33
H -2.4211 0.4424 -1.1377  0.38
H -1.3034 2.5363 0.0967  0.39
H -0.3146 0.7441 2.2117  0.26
H 1.2445 0.7320 1.0226  0.35
H 0.3268 1.1726 -1.7974  0.46

Summary:
**SMILES**: C[C@]12C[C@@H]3[C@H](C1)[C@@H]32
**Spin multiplicity**: 1
**Electronic energy**: -7416.2334 eV


(2)
The following is a DFT calculation (ωB97M-V with the def2-TZVPD basis set) of a single C7H10 molecule.

Each line ends with the Mulliken charge.
Positions of all 17 atoms, in Å:
C 1.5166 -0.5147 1.2131  -1.35
C 0.9478 1.3425 -0.4773  -1.17
C 1.1787 -0.1521 -0.2355  0.59
C -0.1462 -0.5637 -0.9569  -0.53
C -1.3616 -0.6234 -0.0338  -0.71
C -1.2638 0.9017 0.1492  -0.65
C -0.3272 0.9707 -1.1368  0.28
H 2.3955 -1.1537 1.3032  0.36
H 0.6805 -1.0136 1.7097  0.29
H 1.7200 0.4147 1.7526  0.31
H 2.0151 -0.4092 -0.9052  0.49
H -0.0745 -1.2729 -1.7863  0.40
H -1.3127 -1.2594 0.8566  0.27
H -2.2604 -0.8822 -0.6033  0.32
H -2.1803 1.4845 0.0476  0.35
H -0.7689 1.2120 1.0783  0.22
H -0.7585 1.5189 -1.9753  0.52

Summary:
**Spin multiplicity**: 1
**Electronic energy**: -7416.0907 eV


(3)
The following is a DFT calculation (ωB97M-V with the def2-TZVPD basis set) of a molecular structure, C7H10.

Each line ends with the Mulliken charge.
Positions of all 17 atoms, in Å:
C -1.6844 0.9669 0.2717  -1.63
C -0.3881 0.2487 -0.0166  0.69
C 0.0432 -0.0302 -1.4699  -0.34
C 0.5471 -1.4517 -1.1478  -1.01
C 1.3872 -0.8199 0.5441  -0.47
C 0.8851 0.6104 0.7679  -0.74
C -0.0657 -1.2692 0.1988  -0.06
H -1.6206 2.0164 -0.0420  0.33
H -2.5209 0.5076 -0.2686  0.36
H -1.9247 0.9516 1.3412  0.39
H 0.6761 0.6932 -2.0004  0.31
H -0.8364 -0.2514 -2.0899  0.34
H 1.9813 -0.9572 -0.4081  0.16
H 1.9340 -1.4002 1.2853  0.45
H 1.5009 1.4403 0.4015  0.30
H 0.6502 0.7688 1.8261  0.34
H -0.5643 -2.0238 0.8065  0.59

Summary:
**Spin multiplicity**: 1
**Electronic energy**: -7416.2242 eV


(4)
The following is a DFT calculation (ωB97M-V with the def2-TZVPD basis set) of a single C7H10 molecule.

Each line ends with the Mulliken charge.
Positions of all 17 atoms, in Å:
C 1.3532 0.9572 -0.6065  -1.37
C 0.7881 -0.4106 -0.9209  0.10
C 0.2415 -1.1354 0.2418  -0.01
C 0.0662 -0.6154 1.6287  -1.22
C -0.7093 -0.6106 -0.9091  -0.64
C -1.5883 0.5123 -0.7152  -0.65
C -2.3357 1.4368 -0.5031  0.28
H 2.2838 0.8065 -0.0453  0.33
H 1.5814 1.5296 -1.5065  0.36
H 0.6795 1.5516 0.0184  0.31
H 1.3761 -0.9812 -1.6337  0.36
H 0.4157 -2.2157 0.1646  0.44
H -0.4097 -1.3778 2.2563  0.36
H 1.0304 -0.3512 2.0624  0.28
H -0.5920 0.2588 1.6164  0.25
H -1.1574 -1.5807 -0.8595  0.40
H -3.0236 2.2257 -0.2886  0.41

Summary:
**SMILES**: C#C[C@@H]1[C@H](C)[C@@H]1C
**Spin multiplicity**: 1
**Electronic energy**: -7417.5986 eV


Let's list HOMO level in order: -8.80, -8.16, -8.19, -8.63 eV.
Let's list Kohn-Sham gap in order: 9.86, 8.65, 9.13, 9.69 eV.
Let's list ΔE to the lowest compared entry with this formula, charge and spin in order: 463.3, 477.0, 464.2, 331.5 kJ/mol.